# C21H53BClFN4O6

A 4-piece molecular cluster, C21H53BClFN4O6 overall (wB97M-V/def2-TZVPD, OMol25).

Structure (XYZ):
```
87
Properties=species:S:1:pos:R:3:forces:R:3:mulliken_charge:R:1
H -2.1360 -3.8237 -2.9230 0.0 -0.1 0.0 0.325
H 2.0337 2.7254 7.3198 0.0 0.0 0.0 0.389
C 2.3235 3.1999 6.3780 -0.1 -0.1 0.1 -0.807
H -0.4766 -7.0802 -0.9831 0.0 0.0 0.0 0.360
N 1.5383 3.5325 4.0716 0.0 -0.2 0.0 -0.255
H -0.0031 -1.9453 -5.1931 0.0 -0.1 0.0 0.333
H 4.5676 4.5328 6.4717 0.0 0.0 0.0 0.345
H 4.4113 0.3508 -0.1300 0.0 0.0 0.0 0.225
H 0.9699 3.7210 2.0947 0.0 0.0 0.0 0.401
H -4.7716 -8.1938 -2.0918 0.0 0.0 0.0 0.343
H -3.9119 7.1626 -0.0795 0.2 0.1 0.1 0.264
H 1.0642 -4.4865 -4.0727 0.0 0.0 0.0 0.302
O 4.8018 -0.3150 -1.9801 -0.1 0.0 -0.1 -0.472
H -4.7638 5.2139 0.5677 0.1 0.0 -0.2 0.259
C 0.9325 1.6258 2.4553 -0.2 0.0 -0.1 -0.727
H 4.3542 4.1773 4.7394 0.0 0.1 0.0 0.285
H 1.5720 -2.2006 -4.4046 -0.1 -0.1 0.0 0.061
H -5.3089 4.8228 2.7668 -0.2 -0.1 0.0 0.302
C -5.1521 5.8843 2.5656 0.3 -0.1 -0.1 -0.647
H -3.9663 -7.4150 -3.4766 0.0 -0.1 0.0 0.291
H 0.7335 0.8884 3.2421 0.1 0.0 0.1 0.399
H -2.7885 -4.9336 -4.1605 0.0 0.0 0.1 0.215
B -2.8740 5.0445 3.2263 -0.3 0.0 -0.3 0.369
H 3.5823 1.2489 -1.3840 -0.1 0.0 -0.1 0.304
H 1.4997 -1.6274 -6.0762 0.0 0.1 0.0 0.321
F -2.3115 4.6317 2.0905 0.1 -0.1 0.3 -0.233
C 1.3122 2.8142 5.3198 0.1 0.0 -0.2 -0.120
C 3.8666 0.2376 -1.0700 0.0 0.1 0.2 -0.292
C 0.0641 -6.2931 -3.5990 -0.1 -0.2 0.0 -1.110
H 1.3687 1.7247 5.1944 0.0 0.0 0.1 0.170
H 0.0281 -4.3013 -2.6729 -0.1 0.0 0.0 0.325
O -0.8715 -4.2042 -4.5378 -0.1 -0.1 0.1 -0.392
H 5.5417 3.2736 5.6916 0.0 0.0 0.0 0.240
C 4.5102 -0.1212 -3.3506 0.2 -0.1 0.1 -0.527
O 2.1823 1.3605 1.8419 0.1 0.1 0.2 -0.243
C -3.7987 6.2976 3.1955 0.4 -0.3 0.2 -0.494
H 0.1848 1.4543 1.6758 0.0 0.0 0.0 0.336
H 0.1273 -6.6650 -4.6246 0.0 0.0 0.0 0.421
H -5.9699 6.3855 3.0739 -0.1 0.3 0.0 0.374
C -2.1691 -4.0492 -3.9915 0.0 0.1 -0.2 -0.680
H -2.6442 -3.2138 -4.5079 0.0 0.0 0.0 0.307
H -1.2709 -5.5485 -1.3776 0.0 0.0 0.1 0.155
O 3.6258 2.7273 6.0573 0.0 0.1 -0.1 -0.343
H -1.9152 -6.7184 -3.4931 0.0 0.0 0.0 0.114
H 2.1404 -1.3149 -2.6251 0.0 0.0 0.0 0.033
N -4.7198 7.2999 0.5006 -0.3 -0.1 -0.2 -0.558
H -2.6905 -8.2385 -1.2358 0.0 0.0 -0.1 0.412
H -6.3155 6.0001 0.7924 -0.1 -0.2 -0.1 0.288
Cl -2.6844 4.0185 4.6471 0.1 0.0 0.0 -0.264
H 0.3100 3.0553 5.6863 0.0 0.0 0.0 0.288
H -5.3910 -6.6647 -2.7410 0.0 0.0 0.0 0.239
N 1.6797 -0.8609 -1.8484 0.1 0.1 0.0 -0.184
C 1.0149 0.3443 -2.3293 0.1 -0.2 0.0 -0.168
H -0.5042 -0.7482 -3.4069 0.0 -0.1 0.0 0.258
H 3.9523 0.4335 2.2119 0.0 0.0 0.0 0.304
C 0.0914 -4.7688 -3.6629 0.1 0.0 0.0 -0.105
C 3.2464 1.0802 2.7343 0.0 0.0 -0.2 -0.695
H -3.9427 6.6983 4.1934 -0.1 0.0 0.1 0.269
H -0.3736 0.9666 -3.8213 0.0 0.0 0.0 0.405
H 2.1309 -0.2286 0.0855 0.0 0.1 0.0 0.193
H 1.7215 1.1505 -2.5662 0.0 0.1 0.0 0.217
H -0.3089 3.2068 3.1798 0.0 -0.1 0.0 -0.100
H 0.9707 -6.6296 -3.0859 0.0 0.0 0.0 0.420
C -4.4866 -7.2330 -2.5297 0.0 0.1 0.0 -0.706
C -2.6068 -7.1624 -1.0580 0.0 0.1 0.2 -0.803
H 4.0097 0.8338 -3.5287 -0.1 0.0 0.0 0.266
C 0.2034 0.0695 -3.5773 -0.1 0.2 0.0 -0.689
H 2.3309 4.2823 6.5366 0.0 0.0 -0.1 0.408
H -3.2801 7.0573 2.6137 -0.2 0.2 -0.2 0.329
C 0.7467 3.0605 2.9366 0.1 0.2 0.1 -0.179
C 4.5568 3.7368 5.7218 0.0 -0.1 0.0 -0.697
O 1.0337 -0.2096 -4.6960 0.0 -0.1 0.0 -0.375
H 5.4573 -0.1222 -3.8909 0.0 0.0 0.0 0.297
H 2.8992 0.5613 3.6306 0.0 0.0 0.1 0.353
H 2.5186 3.4804 3.8310 0.0 0.0 0.0 0.118
N -1.0803 -6.9528 -2.9745 0.0 0.1 0.1 -0.292
H 3.8986 -0.9328 -3.7543 -0.1 0.1 0.0 0.177
H 3.7837 1.9881 3.0205 0.0 0.0 0.1 0.176
O -3.7086 -6.4688 -1.6303 0.0 -0.1 -0.1 -0.345
H -2.6505 -6.9969 0.0221 0.0 0.0 0.0 0.386
C 2.6561 -0.6415 -0.7793 -0.2 -0.3 -0.1 -0.522
C 1.0149 -1.5665 -5.1025 0.1 0.2 -0.1 -0.497
H 0.3440 0.7103 -1.5457 0.0 0.0 0.0 0.259
C -5.2570 6.0596 1.0397 0.1 0.1 0.3 -0.524
H 3.0273 -1.6271 -0.4838 0.0 0.0 0.0 0.330
H -4.5467 8.0020 1.1979 0.1 0.1 0.1 0.252
C -1.2845 -6.6299 -1.5674 0.0 0.0 -0.2 -0.166
```
Forces are in eV/Å.

Summary:
Structure (SMILES) = NCCCB(F)Cl.COCCNCCOC.COCCNCCOC.COCCNCCOC
LUMO = 0.5 eV
Total charge = 0
HOMO energy = -8.4176 eV
Gap between HOMO and LUMO = 8.894 eV